DFT (ωB97M-V/def2-TZVPD) results for a single C4H6N2O molecule in a non-equilibrium geometry.

Geometry as XYZ:
```
13
Properties=species:S:1:pos:R:3:forces:R:3
C 2.269556 0.322847 -0.367360 0.1523 0.0757 -0.0206
O 1.341566 -0.725509 -0.132482 0.2718 0.0484 -0.0191
C 0.058172 -0.337784 0.032345 -0.2943 -1.2059 -0.0099
C -1.003092 -1.220181 0.152275 0.8897 0.9362 -0.0482
N -2.115077 -0.470849 0.318577 1.1373 4.0074 -0.3844
C -1.576100 1.040001 0.193057 -2.7782 -4.9118 1.0230
N -0.323650 0.952470 0.098058 1.5677 0.3142 -0.4352
H 2.004758 0.895058 -1.263885 0.0209 -0.0791 0.1234
H 3.236630 -0.162520 -0.509171 -0.1373 0.0738 0.0161
H 2.321137 1.010424 0.484313 -0.0303 -0.1023 -0.1182
H -1.004581 -2.296008 0.117385 0.0030 0.0369 0.0074
H -3.028494 -0.873554 0.412998 -0.2451 0.3842 -0.0657
H -2.180824 1.865611 0.463892 -0.5575 0.4224 -0.0687
```
Positions in Å, forces in eV/Å.

Summary:
- SMILES = COc1c[nH]cn1
- DFT total energy (hartree) = -340.7209
- HOMO-LUMO gap (eV) = 8.65
- HOMO (eV) = -7.6

Mulliken population analysis, charges in e, atoms 1 to 2: -0.61 -0.41

DFT (ωB97M-V/def2-TZVPD) results for a single C11H15BrN2O molecule in a non-equilibrium geometry.

Geometry as XYZ:
```
30
Properties=species:S:1:pos:R:3:forces:R:3
Br -0.321930 2.809949 4.823436 0.1869 -0.5233 -0.2817
N -3.450404 1.760031 2.456878 -0.2781 0.2264 0.9197
O -0.961490 0.019727 0.178469 -2.2287 0.7965 1.5863
C -2.659689 2.108475 3.442341 2.2341 0.3278 2.1030
C -2.903697 1.144435 1.464528 1.4380 -1.9182 -3.3964
C -0.640737 1.327544 2.262848 1.2606 0.7616 0.5446
C -1.268802 1.893755 3.450543 -0.1353 0.2200 -2.5295
C -1.465882 0.864642 1.236676 -0.9446 -0.4926 0.8166
N 1.350188 -1.548812 -1.208025 1.1797 -0.1321 0.5329
C 0.862742 -2.482445 -0.145863 -0.1440 1.9224 -0.7175
C 2.820661 -1.420810 -1.052042 -0.8627 -1.7030 -5.9291
C 0.131538 0.525367 -0.560646 1.9478 2.4845 3.4622
C 0.903874 0.115905 -3.008231 0.6588 -1.4662 0.5662
C -0.421463 -0.554811 -2.618432 1.5482 0.5354 -1.2080
C 0.646874 -0.353060 -1.578840 -0.7448 -2.4008 -0.8441
H -3.013485 2.588275 4.366305 -0.5080 -0.1469 -0.7088
H -3.660969 0.833387 0.732392 0.7572 -0.1229 -0.1968
H 0.513475 1.340878 2.073103 -2.3449 -0.2082 0.9401
H 0.844944 -1.959456 0.849779 -0.3413 -0.7242 -0.6495
H -0.088854 -2.929725 -0.457689 0.0384 0.3435 0.4358
H 1.609476 -3.250186 -0.137236 0.2727 -0.6090 0.2947
H 3.125446 -2.463322 -1.439639 0.4237 1.5140 1.1149
H 3.193620 -1.186104 -0.141177 1.0047 0.6155 3.1526
H 3.285752 -0.707813 -1.837039 -1.0025 -0.9068 1.2858
H -0.172837 1.442936 -0.991946 -0.2904 1.1829 -0.6266
H 0.927732 0.812488 0.229827 -0.6738 -0.4587 -1.3857
H 1.708091 -0.504803 -3.517284 -1.4092 0.7941 0.6270
H 0.952090 1.158178 -3.239782 -0.1258 0.4788 0.0257
H -1.243658 0.107726 -2.552511 -0.7982 0.4035 0.0089
H -0.602606 -1.492350 -3.080742 -0.1188 -0.7944 0.0565
```
Positions in Å, forces in eV/Å.

Summary:
- SMILES = CN(C)C1(COc2cncc(Br)c2)CC1
- DFT total energy (hartree) = -3186.7820
- HOMO-LUMO gap (eV) = 9.04
- HOMO (eV) = -8.5

Mulliken population analysis, charges in e, atoms 1 to 2: -0.17 -0.55

DFT (ωB97M-V/def2-TZVPD) results for 2 unconnected molecules or ions with the total composition C4H4ClF in a non-equilibrium geometry.

Geometry as XYZ:
```
10
Properties=species:S:1:pos:R:3:forces:R:3
C -0.283564 1.186456 -0.296930 -1.6066 -1.8069 0.1990
C -1.073817 0.281840 0.316004 2.3115 -1.2057 0.1249
C 0.894503 0.280345 -0.448611 -0.3766 -1.0062 1.0180
C -0.016504 -0.790866 0.301072 -1.5354 -2.2899 -1.9820
F 1.908239 0.797664 0.327482 0.6139 -0.5903 -0.2977
Cl 0.578043 -1.686225 1.703416 -0.2030 0.7485 -0.3558
H -0.520124 2.157061 -0.599283 0.0642 1.4016 -0.5999
H -2.024743 0.053750 0.705899 -1.2516 0.7690 0.2229
H 1.251400 -0.175073 -1.378193 0.1526 0.8911 -0.0843
H -0.713433 -2.104952 -0.630856 1.8309 3.0887 1.7549
```
Positions in Å, forces in eV/Å.

Summary:
- DFT total energy (hartree) = -714.7072
- HOMO-LUMO gap (eV) = 9.63
- HOMO (eV) = -9.5

Mulliken population analysis, charges in e, atoms 1 to 2: -0.84 -0.18

DFT (ωB97M-V/def2-TZVPD) results for 8 unconnected molecules or ions with the total composition C23H40FN8O3P in a non-equilibrium geometry.

Geometry as XYZ:
```
76
Properties=species:S:1:pos:R:3:forces:R:3
C -2.538681 -3.262862 -5.331221 0.7253 0.6447 -0.0415
C -2.355437 -1.714328 -5.323996 0.0358 -0.2202 0.7414
P -1.108496 -1.266464 -4.008170 1.0004 -1.1781 0.5647
C -1.906179 -0.679205 -2.441180 -0.1162 0.4219 -0.1038
C -0.889741 -0.036844 -1.457479 -0.6634 -0.2036 -0.0627
C 0.087417 0.049358 -4.680832 -1.1737 -0.5437 -0.5031
C 1.308989 -0.687485 -5.239805 -0.1787 -0.1088 -0.3815
N 2.566522 0.045666 -5.112477 -0.8316 0.3605 0.4179
C 2.991252 0.329471 -3.764081 0.2235 -0.8940 -0.5787
C 3.425498 -0.860788 -2.893790 -2.1251 1.0761 -1.9322
O 4.301169 -0.753163 -2.164813 3.8863 0.4236 3.2317
F 2.789689 -2.017804 -2.925545 -1.1188 -0.6650 -0.8114
O -0.470204 0.800528 -5.778201 0.4035 0.2729 0.5830
C -1.389125 1.746101 -5.347016 -0.6197 0.6092 -1.0885
O -0.808322 2.796857 -4.608757 -0.0201 -0.2924 0.5554
H -1.676523 -3.693085 -4.822873 -0.0757 -0.2456 -0.0243
H -2.559909 -3.675071 -6.338586 -0.2584 0.0887 -0.0750
H -3.410165 -3.542542 -4.761694 -0.2205 -0.1467 -0.1236
H -3.315181 -1.245703 -5.096034 0.0645 0.2686 -0.3921
H -1.937990 -1.364540 -6.266106 -0.1942 0.2043 -0.0610
H -2.783862 -0.045825 -2.602877 0.1423 0.1457 0.0428
H -2.265953 -1.577227 -1.945415 -0.1420 -0.2272 -0.3846
H -1.193876 0.977780 -1.212806 0.3280 0.2094 -0.2207
H 0.135738 -0.083241 -1.821608 0.0367 0.1745 0.0402
H -0.923792 -0.580725 -0.515319 0.1511 -0.0754 0.0175
H 0.298968 0.702755 -3.830705 0.2305 0.0106 -0.1202
H 1.119602 -0.805340 -6.310129 -0.0351 0.0255 0.0176
H 1.316582 -1.700050 -4.827727 0.2672 0.1289 0.2055
H 3.303668 -0.365365 -5.663700 0.0259 -0.0421 0.0122
H 3.875725 0.956357 -3.829593 0.1302 -0.0080 0.2093
H 2.265311 0.900548 -3.185374 -0.2378 -0.0816 -0.1369
H -1.817716 2.190786 -6.250310 0.0794 -0.1737 -0.1366
H -2.230051 1.298390 -4.804031 0.2858 -0.0510 0.4666
H 0.144934 2.692201 -4.683436 0.0991 0.1642 -0.1693
C -5.769468 -4.522853 -2.254204 0.3175 0.1667 -0.0789
C -4.346593 -4.178074 -2.327991 -1.8496 -0.4243 0.1789
N -3.245356 -3.909772 -2.388980 1.5483 0.3497 0.1146
H -6.213033 -4.079979 -1.365541 -0.0277 -0.0524 0.0110
H -6.286159 -4.147032 -3.135763 -0.0018 0.0020 0.0052
H -5.885952 -5.599894 -2.205898 -0.0120 -0.0024 0.0479
C -7.142246 -8.669261 -2.557664 -0.0729 0.1659 0.1237
C -7.630375 -7.540371 -1.760395 0.5515 -1.5335 -0.9972
N -8.008318 -6.667402 -1.141757 -0.5411 1.2818 0.8862
H -7.976665 -9.150824 -3.063011 0.0008 0.0036 -0.0036
H -6.430518 -8.315700 -3.301579 -0.0002 -0.0105 -0.0035
H -6.651372 -9.392365 -1.909757 0.0019 0.0022 -0.0005
C 6.019650 -0.024885 0.752974 0.0099 0.1192 0.2003
C 6.127125 0.659765 2.044386 -0.1151 -0.8982 -1.6724
N 6.210300 1.190171 3.044249 0.0768 0.7945 1.4713
H 5.310157 0.496347 0.114477 -0.0003 -0.0377 -0.0268
H 6.990938 -0.043945 0.263389 -0.0025 0.0019 -0.0032
H 5.676689 -1.046088 0.903219 -0.0145 0.0021 -0.0204
C 3.799462 3.225123 4.526436 -0.2203 -0.0191 -0.0383
C 2.429708 3.583683 4.151827 1.7603 -0.5001 0.4745
N 1.367117 3.860825 3.860842 -1.5492 0.3299 -0.3488
H 4.497074 3.965727 4.140497 0.0109 -0.0214 -0.0149
H 3.877971 3.189501 5.611617 0.0661 0.0369 -0.0825
H 4.055089 2.251375 4.114217 0.0516 0.0304 -0.0340
C 1.018955 2.848409 7.931251 0.2242 0.1206 -0.0916
C 2.425610 3.255502 7.880550 -1.8213 -0.5046 0.0864
N 3.515728 3.571238 7.840487 1.5406 0.4330 0.0156
H 0.542311 3.267472 8.812707 -0.0285 0.0110 -0.0185
H 0.499524 3.202478 7.042205 0.0287 0.0042 -0.0177
H 0.947741 1.763383 7.973077 -0.0037 0.0006 0.0040
C 2.133807 6.818396 2.952065 -0.0923 0.3609 -0.0083
C 1.802028 8.246820 2.960887 0.4833 -1.8479 -0.0341
N 1.545279 9.351983 2.968109 -0.3864 1.6485 0.0116
H 3.067346 6.654321 3.487122 -0.0079 0.0031 0.0149
H 1.343850 6.250131 3.434005 0.0047 -0.0251 -0.0176
H 2.244512 6.472155 1.926495 -0.0154 -0.0183 0.0049
C 1.013489 1.052693 11.640889 -0.1443 0.0991 -0.1183
C -0.119547 1.706880 10.981154 1.6831 -1.0533 1.1249
N -1.000846 2.209372 10.478957 -1.5677 0.8996 -0.9069
H 0.827830 -0.016767 11.716364 0.0004 0.0041 -0.0021
H 1.922296 1.218120 11.064370 0.0046 0.0019 0.0126
H 1.144999 1.464199 12.639404 0.0048 0.0032 -0.0063
```
Positions in Å, forces in eV/Å.

Summary:
- SMILES = CCP(CC)[C@@H](CNCC(=O)F)OCO.CC#N.CC#N.CC#N.CC#N.CC#N.CC#N.CC#N
- DFT total energy (hartree) = -2005.2405
- HOMO-LUMO gap (eV) = 7.90
- HOMO (eV) = -7.6

Mulliken population analysis, charges in e, atoms 1 to 2: -0.98 -0.57

DFT (ωB97M-V/def2-TZVPD) results for a single C6H10 molecule.

Geometry as XYZ:
```
16
Properties=species:S:1:pos:R:3:forces:R:3
C 0.442066 0.818807 1.632093 0.0082 0.0416 0.0156
C -0.233635 -0.276495 0.818576 0.0871 -0.0107 0.0987
C -1.356695 0.032182 -0.223272 -0.1217 0.0705 -0.0094
C -0.492411 -0.616298 -1.308025 -0.1771 -0.1515 -0.2042
C 0.797547 0.130420 -1.430404 0.0969 0.1081 -0.0945
C 0.622164 -0.845368 -0.305678 0.1312 -0.2618 0.0724
H 0.431139 1.787761 1.120701 -0.0528 -0.1581 0.0213
H 0.006651 0.956120 2.626897 0.0329 -0.0026 -0.1464
H 1.492761 0.528546 1.735690 -0.0741 0.1424 0.2527
H -0.569677 -1.094099 1.467416 0.1015 0.1734 -0.0529
H -2.289761 -0.504055 -0.029021 0.1655 0.0795 0.0344
H -1.588521 1.093963 -0.376303 0.0563 -0.1643 -0.0189
H -0.845175 -1.310403 -2.062502 0.0276 0.1855 0.0089
H 0.825932 1.207379 -1.260516 -0.0318 -0.2072 0.0358
H 1.468383 -0.212677 -2.213425 -0.1171 0.0575 0.0908
H 1.289232 -1.695781 -0.192227 -0.1327 0.0977 -0.1043
```
Positions in Å, forces in eV/Å.

Summary:
- SMILES = C[C@H]1C[C@H]2C[C@H]21
- DFT total energy (hartree) = -234.5526
- HOMO-LUMO gap (eV) = 10.82
- HOMO (eV) = -9.6

Mulliken population analysis, charges in e, atoms 1 to 2: -1.30 0.23